Molecular formula: C44H46LuN4O4S3
Method: DFT, the ωB97M-V functional and the def2-TZVPD basis

Geometry as XYZ:
```
102
Properties=species:S:1:pos:R:3:forces:R:3
Lu 14.2855 14.2426 9.9906 -0.3 1.3 0.0
C 15.1492 17.4887 9.9519 -0.3 -0.8 -1.0
C 15.2316 16.9607 8.5194 1.1 0.4 0.3
O 15.4918 15.5364 8.5104 0.4 -0.8 0.0
C 16.8525 14.9739 8.3462 0.1 1.1 0.8
C 17.6097 14.9008 9.6950 0.1 -0.2 0.0
O 16.6545 14.3115 10.6115 -0.4 -0.3 -0.7
C 16.8897 14.5889 11.9855 -0.7 -1.4 0.4
C 15.6664 14.0927 12.8219 0.7 2.1 0.9
O 14.4293 14.5179 12.2184 -0.1 -0.3 -0.2
C 13.7546 15.6744 12.7598 2.6 1.3 1.2
C 14.2185 16.9845 12.0718 1.2 -2.4 -0.5
O 14.2604 16.6163 10.6633 0.6 0.7 0.4
H 14.7575 18.5047 9.8800 0.1 0.1 0.4
H 16.1534 17.4699 10.4144 -0.4 0.1 0.0
H 16.1009 17.4886 8.0988 -0.4 -0.2 -0.4
H 14.3237 17.1362 7.9264 0.3 -0.1 0.3
H 17.4154 15.6024 7.6654 0.0 0.0 -0.3
H 16.7034 14.0014 7.9035 0.0 -0.3 -0.1
H 17.8755 15.9080 10.0812 -0.1 -0.5 -0.3
H 18.5776 14.2879 9.6348 -1.5 0.7 0.0
H 16.9720 15.6413 12.0545 0.5 1.2 0.5
H 17.7996 14.0425 12.2567 -0.1 0.4 0.5
H 15.6417 14.5689 13.8518 0.6 -0.7 -1.1
H 15.6958 13.0309 12.9194 -0.4 -0.8 -0.1
H 13.9288 15.7178 13.8610 -0.2 0.0 -0.8
H 12.7520 15.5719 12.5531 -2.3 -0.6 -0.4
H 15.2416 17.2944 12.3622 -0.6 0.0 0.1
H 13.5009 17.7446 12.1962 -0.7 1.1 0.4
N 12.1713 14.4288 10.0241 -0.4 -0.3 0.2
S 10.8909 13.6863 9.8711 1.0 0.0 -0.1
N 10.9606 12.2255 9.1299 0.6 -0.1 0.1
S 11.2567 10.8046 9.7326 -1.3 0.4 -2.4
N 12.4251 10.5187 10.6913 1.3 0.2 0.5
S 13.9991 10.8521 10.2596 -0.1 -2.7 0.4
N 14.3513 12.1873 9.8689 0.5 1.7 -1.2
C 14.9116 10.4085 11.7219 -2.2 -1.6 1.3
C 14.2294 9.7069 12.7557 0.0 0.6 -1.1
C 14.9236 9.3133 13.8693 0.6 0.3 -0.1
C 16.2664 9.6022 14.0138 0.0 0.4 -0.9
C 16.9136 10.3514 13.0125 1.1 -0.2 0.7
C 16.2426 10.7209 11.8596 0.5 0.9 -0.9
C 14.4755 9.6168 8.9969 0.4 -0.3 2.0
C 14.9306 8.3273 9.4007 0.0 1.6 -1.2
C 15.4570 7.5328 8.4046 0.9 -2.7 2.0
C 15.4078 7.7953 7.0683 -0.8 1.9 -1.1
C 14.8796 9.0431 6.7113 -0.3 1.6 2.2
C 14.5115 10.0667 7.7153 0.3 -1.7 -2.3
C 11.3445 9.7458 8.2673 0.1 -0.9 0.4
C 11.6748 8.4142 8.6148 0.2 0.4 -1.6
C 11.7857 7.4494 7.5657 -0.4 1.5 2.1
C 11.4979 7.8838 6.3131 -1.1 -0.3 -3.1
C 11.0738 9.1995 5.9574 0.6 -1.3 0.3
C 11.0090 10.1395 6.9438 0.7 -1.4 1.8
C 9.7929 10.2256 10.4924 -0.6 -0.3 0.8
C 8.6272 10.0862 9.6966 -0.4 0.3 0.7
C 7.4154 9.7467 10.3397 0.7 -0.4 -0.7
C 7.4503 9.4254 11.6843 -0.2 0.3 1.0
C 8.6388 9.5689 12.4380 -1.3 -0.4 0.0
C 9.8229 9.9903 11.8874 -0.4 0.1 -1.5
C 10.0436 13.4344 11.4093 0.0 0.1 0.8
C 10.8603 13.3157 12.5215 -0.3 0.7 1.4
C 10.2599 13.4091 13.8366 -0.2 -0.2 -2.7
C 8.8639 13.5245 13.9140 -0.3 -0.1 -0.1
C 8.0389 13.5030 12.7668 1.9 0.2 0.0
C 8.6564 13.5135 11.5224 0.1 -0.1 0.0
C 9.7972 14.5523 8.8118 -1.3 -1.8 -1.2
C 8.9292 13.7409 8.0486 0.4 0.2 -0.2
C 8.0464 14.3178 7.1166 1.0 -1.1 0.7
C 8.1516 15.6533 6.8882 0.5 1.7 0.7
C 9.0165 16.4646 7.6763 -1.4 0.7 -0.6
C 9.7876 15.9363 8.6789 -0.2 -0.5 0.1
H 13.1661 9.5163 12.6878 0.1 -0.1 -0.2
H 14.4887 8.7979 14.6838 -0.8 -0.5 0.4
H 16.6798 9.1863 14.9130 0.9 0.4 0.1
H 17.9778 10.6593 13.0935 -0.8 -0.5 0.1
H 16.7439 11.3267 11.0768 -0.3 -0.6 0.5
H 15.0021 8.0379 10.4259 -0.1 -0.1 0.5
H 15.9482 6.5617 8.7014 -0.7 1.1 -0.1
H 15.7771 7.0650 6.3493 -0.2 0.4 0.0
H 14.7086 9.3724 5.7317 0.2 0.0 -1.5
H 14.2214 11.1114 7.4445 0.2 -1.2 0.1
H 11.9379 8.1330 9.6240 -0.2 0.1 0.1
H 12.0006 6.4235 7.8265 0.1 0.0 -0.2
H 11.4563 7.1498 5.4742 0.3 0.5 0.8
H 10.8049 9.4413 4.9233 0.2 -0.2 0.5
H 10.7017 11.1004 6.7300 -0.5 2.0 -0.2
H 8.5597 10.2551 8.6115 0.6 0.0 0.6
H 6.4943 9.6284 9.7441 0.6 0.2 0.4
H 6.5221 9.1189 12.2216 0.9 0.2 -0.6
H 8.5496 9.3214 13.4772 0.3 0.0 0.4
H 10.7371 10.1427 12.4432 -0.1 -0.1 0.1
H 11.9493 13.3449 12.3275 -0.7 -0.2 0.6
H 10.9118 13.4421 14.6772 0.1 0.0 0.7
H 8.3245 13.6842 14.8520 0.6 -0.2 -0.1
H 6.9782 13.5924 12.8517 -0.4 0.0 0.1
H 8.1084 13.6389 10.6148 -0.6 0.0 -0.3
H 9.0294 12.6506 8.1153 -0.3 0.6 0.1
H 7.3766 13.6705 6.5783 -0.2 0.0 -0.2
H 7.5234 16.1774 6.1908 -0.2 -0.1 -0.3
H 8.8942 17.5623 7.5447 0.5 -0.9 0.2
H 10.2647 16.5428 9.4107 0.7 0.5 0.2
```
Positions in Å, forces in eV/Å.

- Total charge: +3
- Frontier orbital gap: 9.3 eV
- Largest force on an atom: 3.5 eV/Å
- HOMO: -15.83 eV

***

Molecular formula: C50H40BCo2F6O7PS
Method: DFT, the ωB97M-V functional and the def2-TZVPD basis

Geometry as XYZ:
```
108
Properties=species:S:1:pos:R:3:forces:R:3
C 1.1467 -7.5050 -5.9794 0.3 -0.2 -0.2
C 0.9344 -6.1858 -5.3605 -1.1 1.4 0.2
C -0.0715 -5.2634 -5.6258 1.0 -0.5 0.4
C -0.1155 -4.2055 -4.6591 0.6 -0.5 0.2
C 0.7960 -4.3316 -3.6378 -0.2 -0.9 -0.3
B 0.6501 -3.8268 -2.0875 -0.8 -1.0 -0.7
C -0.6224 -4.5466 -1.2814 1.1 0.1 -1.2
C -0.3632 -5.5912 -0.4136 -0.5 -0.1 0.4
C -1.3627 -6.0196 0.4481 -0.1 -0.4 0.4
C -1.0126 -7.0727 1.4621 0.1 -0.2 -0.1
F -2.1014 -7.6677 2.0258 0.7 0.3 -0.2
F -0.2496 -8.0645 0.9021 -0.5 0.6 0.7
F -0.2721 -6.5442 2.4904 -0.4 -0.5 -0.5
C -2.6328 -5.4605 0.4242 0.1 -0.1 -0.1
C -2.8922 -4.4698 -0.5149 -0.5 0.0 0.2
C -4.2629 -3.8467 -0.5654 -0.2 0.1 -0.1
F -4.2101 -2.4925 -0.3561 -0.2 -0.8 -0.2
F -4.8631 -4.0315 -1.7838 0.3 0.3 0.9
F -5.1117 -4.3541 0.3778 0.4 0.4 -0.7
C -1.8995 -4.0203 -1.3788 -0.5 -0.1 0.5
O 1.8377 -4.2194 -1.3854 2.0 0.5 0.9
C 2.7025 -3.2645 -0.7976 -1.1 -0.3 -0.5
C 2.6289 -1.8715 -1.5015 -0.5 -0.4 0.1
C 3.2672 -0.8417 -0.5971 0.1 0.1 0.2
C 3.3826 -1.9415 -2.8293 -0.1 0.0 -0.1
C 1.1423 -1.4294 -1.7227 -0.5 -1.1 -0.1
O 0.2637 -2.4642 -2.1090 0.5 2.3 0.3
S 1.8518 -5.7168 -3.9645 -1.3 0.5 -0.1
H 0.5420 -7.5799 -6.8792 0.1 -0.2 -0.2
H 2.2035 -7.6234 -6.2174 0.0 -0.3 -0.2
H 0.8673 -8.3066 -5.2884 0.0 0.0 -0.1
H -0.7911 -5.3430 -6.4355 0.2 -0.2 0.0
H -0.8508 -3.4142 -4.6767 -0.1 0.0 0.1
H 0.6123 -6.0671 -0.3724 0.0 0.3 -0.1
H -3.4064 -5.8117 1.0931 0.1 0.1 0.0
H -2.1257 -3.2354 -2.0966 0.2 0.0 0.1
H 2.4416 -3.1877 0.2756 0.0 0.3 -0.2
H 3.7324 -3.6754 -0.8530 -0.2 0.3 0.0
H 3.2185 0.1527 -1.0590 0.0 -0.1 0.0
H 2.7386 -0.8191 0.3647 0.2 0.1 -0.1
H 4.3187 -1.0972 -0.4120 0.0 0.1 0.1
H 3.3271 -0.9584 -3.3172 0.0 -0.2 -0.1
H 4.4412 -2.1679 -2.6297 -0.2 0.0 -0.1
H 2.9680 -2.7139 -3.5009 0.1 0.4 0.3
H 0.7128 -1.0240 -0.7895 0.4 0.2 0.1
H 1.0697 -0.6484 -2.5035 0.4 0.0 0.3
O 1.2397 2.8796 0.4032 3.4 -1.1 1.1
C 2.2988 2.5941 0.7949 -4.3 0.9 -2.3
Co 3.8811 2.5068 1.5202 -3.6 -2.0 -1.0
C 2.7482 2.0139 2.8369 -2.4 -1.3 2.4
O 1.7854 1.7900 3.4711 3.3 0.8 -1.9
C 4.5845 2.2527 -0.1111 2.5 -1.1 -4.1
O 4.9300 2.2390 -1.2198 -1.2 0.3 3.4
C 5.1524 3.7961 1.9753 0.7 1.0 -0.4
C 3.8607 4.2737 1.8182 1.9 2.2 0.6
C 2.9944 5.3196 1.8213 0.8 0.4 2.2
C 2.4087 5.7483 3.0901 -0.3 0.7 0.6
C 1.7902 7.0236 3.2835 -0.3 -0.5 -0.8
C 0.8165 7.1833 4.2621 -0.1 0.2 0.3
C 0.4020 6.0722 5.0265 0.4 0.3 0.1
C 1.1919 4.9132 5.0249 0.1 0.6 0.3
C 2.2947 4.8428 4.1830 -0.1 -0.5 -0.7
Co 5.4476 2.6265 3.4344 -1.9 2.5 -1.4
C 4.5668 2.2063 4.8340 -2.4 -1.4 4.1
O 4.0153 1.9547 5.8267 1.2 0.5 -1.8
C 6.6469 3.7352 4.0082 3.8 1.4 1.0
O 7.4388 4.5147 4.3500 -2.2 -1.7 -0.7
P 6.4854 0.9383 2.7995 2.2 -1.4 -0.3
C 5.5857 -0.6559 2.6282 -0.3 0.1 0.4
C 6.2319 -1.8364 2.2267 -0.1 0.0 -0.1
C 5.4992 -3.0173 2.0608 0.0 0.2 0.1
C 4.1150 -3.0282 2.2750 0.1 0.1 0.0
C 3.4781 -1.8669 2.7201 0.1 -0.3 0.3
C 4.2311 -0.7204 2.9722 -0.3 0.0 -0.2
C 7.3590 1.2236 1.2104 -0.3 0.1 -0.1
C 7.1466 0.4145 0.0901 0.4 0.2 0.0
C 7.7901 0.7138 -1.1157 0.0 0.1 0.0
C 8.5997 1.8490 -1.2225 -0.2 -0.2 0.0
C 8.7662 2.6934 -0.1197 -0.1 -0.2 0.3
C 8.1759 2.3659 1.1076 -0.1 0.1 -0.5
C 7.8879 0.4800 3.9058 0.0 0.1 0.3
C 9.2160 0.3730 3.4652 -0.1 -0.2 0.3
C 10.2139 -0.0670 4.3433 -0.3 0.0 0.1
C 9.8972 -0.3962 5.6649 -0.1 0.1 -0.2
C 8.5852 -0.2241 6.1247 0.0 0.0 -0.2
C 7.5831 0.2219 5.2551 0.4 -0.1 0.0
H 6.0308 4.1856 1.4455 -0.5 0.2 0.1
H 2.7346 5.8622 0.9168 0.0 -0.2 -0.1
H 2.0766 7.8480 2.6138 -0.4 -0.4 0.3
H 0.3476 8.1676 4.4452 0.3 -0.7 -0.3
H -0.4655 6.1602 5.6960 0.5 -0.1 -0.4
H 0.9438 4.0824 5.6859 0.3 0.3 -0.1
H 3.0526 4.0549 4.2892 -0.8 0.1 -0.3
H 7.3111 -1.8298 2.0577 -0.3 0.0 0.0
H 6.0095 -3.9349 1.7591 -0.2 0.3 0.1
H 3.5371 -3.9451 2.1080 0.3 0.4 0.1
H 2.3950 -1.8654 2.8893 0.5 0.0 0.0
H 3.7376 0.1315 3.4454 0.3 -0.4 -0.3
H 6.4912 -0.4530 0.1627 0.2 0.3 -0.1
H 7.6268 0.0673 -1.9810 0.1 0.2 0.3
H 9.0889 2.0790 -2.1753 -0.2 0.0 0.4
H 9.3486 3.6130 -0.2170 -0.1 -0.4 0.1
H 8.3384 3.0137 1.9771 -0.1 -0.3 -0.3
H 9.4787 0.6298 2.4394 -0.1 -0.2 0.3
H 11.2396 -0.1525 3.9829 -0.3 0.0 0.1
H 10.6728 -0.7834 6.3321 -0.3 0.2 -0.2
H 8.3437 -0.4449 7.1654 0.0 0.1 -0.3
H 6.5666 0.3736 5.6323 0.3 -0.2 -0.2
```
Positions in Å, forces in eV/Å.

- Total charge: 0
- ΔE to the lowest compared entry with this formula, charge and spin: 20.8 kcal per mole
- Frontier orbital gap: 2.1 eV
- Largest force on an atom: 5.0 eV/Å
- HOMO: -6.08 eV

***

Molecular formula: Ca2H10N2O11
Method: DFT, the ωB97M-V functional and the def2-TZVPD basis

Geometry as XYZ:
```
25
Properties=species:S:1:pos:R:3:forces:R:3
Ca 3.1461 -0.4968 1.3111 -1.9 0.3 0.8
Ca -2.4146 -0.9098 2.7616 2.0 1.8 0.1
N -0.2785 -0.1448 0.1364 0.5 -0.5 -1.4
O -1.0481 0.2948 1.0257 -0.8 -0.4 1.1
O -0.6677 -0.2809 -1.0111 -0.1 0.0 0.6
O 0.9069 -0.4375 0.4170 0.3 0.0 0.5
N 0.7537 -0.0424 3.8981 0.2 1.9 1.7
O 0.7714 0.6751 4.8811 -0.2 -0.8 -0.9
O -0.2363 -0.7620 3.6381 -1.3 -1.1 -0.6
O 1.7311 -0.0438 3.1143 1.1 -0.6 -1.0
O 3.3411 0.5021 -0.6830 0.5 -0.3 -0.4
H 3.5271 -0.1560 -1.3732 -0.1 0.2 -0.3
H 3.1652 1.3175 -1.1735 0.0 0.1 0.1
O -2.7746 0.4882 -2.9392 -0.1 0.0 0.1
H -3.1746 1.2916 -2.5915 0.0 0.0 -0.1
H -2.3978 0.0452 -2.1731 0.0 0.1 0.0
O -2.1271 1.8122 3.2313 -0.2 -0.7 -0.5
H -1.7109 2.4447 3.8303 -0.1 -0.2 0.2
H -1.9014 2.1224 2.3449 0.0 0.1 0.0
O 0.2220 -3.2327 -2.6771 0.0 0.0 0.3
H -0.0237 -3.7442 -3.4554 0.0 0.0 0.0
H -0.4659 -2.5654 -2.5938 0.0 0.0 -0.2
O 0.6598 0.3789 -3.6030 0.5 0.0 0.3
H 0.6682 1.3408 -3.5762 -0.2 0.0 -0.2
H 0.3287 0.1028 -2.7399 -0.1 0.1 -0.2
```
Positions in Å, forces in eV/Å.

- Total charge: +2
- Frontier orbital gap: 7.5 eV
- Largest force on an atom: 2.7 eV/Å
- HOMO: -15.47 eV

***

Molecular formula: C4H7BrNO
Method: DFT, the ωB97M-V functional and the def2-TZVPD basis

Geometry as XYZ:
```
14
Properties=species:S:1:pos:R:3:forces:R:3
C -0.8330 1.2188 -0.4178 -1.7 1.5 1.1
C -1.6435 0.3259 0.1050 0.2 -1.4 -0.8
C 0.6062 0.9210 -0.3635 -1.8 -1.5 1.4
C -0.8728 -0.9147 0.3457 0.1 -2.6 1.8
N 0.6289 -0.4370 0.3930 -2.5 3.0 0.4
O -0.9589 -1.9121 -0.5866 -0.6 0.9 -3.2
Br -3.5051 0.0897 0.0491 0.4 0.5 0.1
H -1.2587 2.1376 -0.7389 0.3 0.9 -0.6
H 0.7969 0.6770 -1.3437 1.8 0.0 -2.3
H 1.1726 1.6343 0.1794 0.9 0.6 -0.1
H -1.1416 -1.4711 1.3089 0.8 1.1 -0.9
H 1.2585 -1.0530 -0.0905 0.6 -0.8 0.7
H 0.7421 -0.1053 1.3637 1.0 -1.2 -0.3
H -1.1702 -1.5436 -1.5350 0.5 -0.9 2.6
```
Positions in Å, forces in eV/Å.

- Total charge: +1
- ΔE to the lowest compared entry with this formula, charge and spin: 23.6 kcal per mole
- Frontier orbital gap: 10.5 eV
- Largest force on an atom: 3.9 eV/Å
- HOMO: -14.08 eV

***

Number 1: LUMO -0.2416 hartree. Number 2: LUMO -0.1468 hartree. Number 3: LUMO -0.2923 hartree. Number 4: LUMO -0.1312 hartree.